(1)
Here is a 2-piece molecular cluster, C4H14N2O2 overall at a distorted geometry from OMol25. Energies are from ωB97M-V with the def2-TZVPD basis set.

```
22
Properties=species:S:1:pos:R:3:nbo_charge:R:1
O 0.516 1.878 2.265 -0.75
O 2.625 -1.090 -0.889 -0.94
N -1.037 0.438 1.088 -0.65
N -0.399 -1.629 -1.892 -0.86
C -0.456 -1.306 -0.474 -0.22
C -0.323 0.709 2.286 0.09
C -0.225 0.183 -0.120 -0.07
C -0.633 1.120 -1.264 -0.64
H -0.923 0.556 -2.143 0.25
H 0.546 -1.502 -2.239 0.37
H 0.389 -0.090 2.480 0.16
H -0.029 2.674 2.220 0.46
H -1.848 1.019 0.926 0.37
H -1.425 -1.605 -0.082 0.20
H 0.161 1.816 -1.526 0.21
H 2.596 -1.342 0.038 0.47
H 0.797 0.386 0.169 0.19
H 2.719 -0.128 -0.894 0.47
H -1.038 0.778 3.107 0.16
H 0.211 -2.006 0.050 0.16
H -1.518 1.713 -1.024 0.20
H -0.705 -2.570 -2.085 0.36
```

Properties
- Spin multiplicity: 1
- Total charge: 0
- LUMO level: 0.027 Ha
- Largest force on an atom: 1.297 eV/Å
- ΔE to the lowest compared entry with this formula, charge and spin: 26.07 kcal/mol
- SMILES string: C[C@H](CN)NCO.O

(2)
Here is C9H19CsNO5S as an isolated structure at a distorted geometry from OMol25. Energies are from ωB97M-V with the def2-TZVPD basis set.

```
36
Properties=species:S:1:pos:R:3:mulliken_charge:R:1
Cs 3.497 -2.866 0.476 1.02
S 5.747 0.056 1.174 1.16
O 0.230 0.732 1.544 -0.45
O 5.075 -0.379 -0.038 -0.80
O 7.155 0.270 0.766 -0.81
O 5.734 -1.020 2.141 -0.78
O 5.235 1.256 1.758 -0.70
N -0.678 0.257 0.619 0.28
C 0.077 -2.088 0.843 -2.05
C -2.541 -0.520 -1.554 -0.73
C -1.675 -1.581 -0.821 -1.26
C -2.255 2.108 1.233 -1.86
C -1.681 1.217 0.111 1.20
C -2.888 0.579 -0.580 -1.19
C -0.930 2.197 -0.930 -1.47
C 0.805 -0.813 -1.126 -1.86
C -0.353 -0.982 -0.104 1.88
H 0.380 -3.063 0.461 0.30
H -0.383 1.626 -1.680 0.27
H -1.381 2.573 1.688 0.43
H -3.115 2.691 0.906 0.36
H -2.676 1.419 1.965 0.45
H 1.693 -0.268 -0.805 0.42
H -2.343 -2.170 -0.193 0.46
H -0.717 -2.320 1.553 0.37
H 0.857 1.194 0.983 0.40
H 0.494 -0.280 -2.024 0.27
H 1.142 -1.791 -1.470 0.46
H -3.502 -0.940 -1.852 0.40
H -0.064 2.602 -0.407 0.44
H -3.617 1.288 -0.971 0.44
H 0.936 -1.635 1.336 0.45
H -1.437 -2.290 -1.615 0.37
H -1.908 -0.172 -2.370 0.33
H -1.514 3.063 -1.240 0.40
H -3.401 0.051 0.225 0.41
```

Properties
- Spin multiplicity: 1
- Total charge: -1
- LUMO level: 0.048 Ha
- Largest force on an atom: 5.103 eV/Å
- ΔE to the lowest compared entry with this formula, charge and spin: 64.51 kcal/mol

| no. | Kohn-Sham gap (eV) | E_tot (hartree) |
| --- | --- | --- |
| 1 | 9.36 | -420.76355 |
| 2 | 3.81 | -1203.56462 |